i | Density functional theory data (ωB97M-V/def2-TZVPD) for a molecular structure, C2H5N2.

Summary:
- E_HOMO: -16.0 eV
- HOMO-LUMO gap: 10.55 eV
- Charge: +1
- LUMO: -5.46 eV
- Multiplicity: 1

Last column: Mulliken charge in e.
Atoms and positions in Å:
1 C -0.90 -0.10 0.57  0.1128
2 C 0.79 0.01 -0.41  -0.1851
3 N -0.25 0.92 0.04  -0.4581
4 N 0.01 -1.01 0.27  -0.1796
5 H -1.82 -0.17 1.12  0.3854
6 H 0.84 -0.11 -1.50  0.2875
7 H 1.78 0.21 0.00  0.2735
8 H -0.67 2.19 -0.66  0.5189
9 H 0.22 -1.95 0.57  0.2447

=====

ii | Density functional theory data (ωB97M-V/def2-TZVPD) for a gas-phase ion, C2H5N2 (charge +1).

Summary:
- E_HOMO: -16.1 eV
- HOMO-LUMO gap: 9.88 eV
- Charge: +1
- LUMO: -6.19 eV
- Multiplicity: 1

Last column: Mulliken charge in e.
Atoms and positions in Å:
1 H -2.84 0.26 0.16  0.3227
2 N -1.92 -0.26 0.08  -0.4513
3 C -0.85 0.35 0.03  0.0333
4 N 0.36 -0.44 -0.09  -0.1000
5 C 1.56 -0.12 0.11  -0.0237
6 H -0.64 1.44 0.15  0.2914
7 H 0.11 -1.48 -0.33  0.4072
8 H 2.50 -0.74 -0.15  0.2911
9 H 1.73 0.98 0.05  0.2293

=====

iii | Density functional theory data (ωB97M-V/def2-TZVPD) for a molecular structure, C2H5N2.

Summary:
- E_HOMO: -16.3 eV
- HOMO-LUMO gap: 11.60 eV
- Charge: +1
- LUMO: -4.73 eV
- Multiplicity: 1

Last column: Mulliken charge in e.
Atoms and positions in Å:
1 C -0.94 0.03 0.05  -0.0071
2 C 0.99 -0.08 -0.02  -0.1632
3 N -0.09 0.97 0.10  -0.1843
4 N -0.14 -1.01 0.08  -0.2068
5 H -2.53 0.41 0.06  0.4048
6 H 1.76 0.06 -0.79  0.3136
7 H 1.52 -0.27 0.94  0.2468
8 H -0.22 1.91 -0.34  0.3237
9 H -0.35 -2.01 -0.08  0.2726

=====

Here is how they stack up, most stable first: ii, i, iii.

=====

i | Density functional theory data (ωB97M-V/def2-TZVPD) for a single C2H3NS molecule.

Summary:
- E_HOMO: -9.2 eV
- HOMO-LUMO gap: 9.20 eV
- Charge: 0
- LUMO: -0.02 eV
- Multiplicity: 1

Last column: Mulliken charge in e.
Atoms and positions in Å:
1 C -0.06 1.27 0.04  -0.0816
2 N -0.87 0.31 -0.07  -0.3794
3 C -0.07 -0.91 -0.04  -0.2564
4 S 1.68 -0.01 -0.02  -0.2202
5 H -0.15 2.31 -0.10  0.3657
6 H -0.12 -1.22 0.92  0.2701
7 H -0.41 -1.76 -0.73  0.3017

=====

ii | Density functional theory data (ωB97M-V/def2-TZVPD) for 2 unconnected molecules or ions with the total composition C2H3NS.

Summary:
- E_HOMO (spin up / spin down): -8.8 / -8.8 eV
- HOMO-LUMO gap (spin up / spin down): 8.38 / 8.38 eV
- Charge: 0
- LUMO (spin up / spin down): -0.45 / -0.45 eV
- Multiplicity: 1

Last column: Mulliken charge in e.
Atoms and positions in Å:
1 C 1.50 0.74 0.77  0.1606
2 N 0.55 1.35 0.81  -0.3948
3 H 2.47 0.16 0.61  0.2535
4 C -1.21 -0.45 -0.61  -0.4649
5 S -0.79 -2.04 -0.50  -0.1841
6 H -0.76 0.29 -1.23  0.3161
7 H -1.77 -0.05 0.15  0.3136

=====

Here is how they stack up, most stable first: ii, i.

=====

i | Density functional theory data (ωB97M-V/def2-TZVPD) for a single C4N2 molecule.

Summary:
- E_HOMO: -11.6 eV
- HOMO-LUMO gap: 10.46 eV
- Charge: 0
- LUMO: -1.10 eV
- Multiplicity: 1

Last column: Mulliken charge in e.
Atoms and positions in Å:
1 N -2.60 0.60 1.53  -0.3346
2 C -1.72 0.14 0.93  -0.1329
3 C -0.59 -0.24 0.23  0.5880
4 C 0.47 -0.34 -0.34  0.4290
5 C 1.70 -0.20 -0.94  -0.2052
6 N 2.74 0.04 -1.40  -0.3442

=====

ii | Density functional theory data (ωB97M-V/def2-TZVPD) for a single C4N2 molecule.

Summary:
- E_HOMO: -11.5 eV
- HOMO-LUMO gap: 9.63 eV
- Charge: 0
- LUMO: -1.83 eV
- Multiplicity: 1

Last column: Mulliken charge in e.
Atoms and positions in Å:
1 N 2.53 -0.36 -0.64  -0.3035
2 C 1.77 -0.04 0.17  0.3932
3 C 0.63 0.26 0.90  -0.0039
4 C -0.50 0.17 0.45  0.2116
5 C -1.70 0.03 -0.19  0.0476
6 N -2.74 -0.07 -0.69  -0.3451

=====

Here is how they stack up, most stable first: i, ii.